No. 1
Density functional theory data (wB97M-V/def2-TZVPD) for C21H41Li3O8 as an isolated structure in a non-equilibrium geometry.

LUMO = -0.3205 hartree
Energy relative to the best compared isomer or geometry (same formula, charge and spin) = 220.41 kJ/mol
Net charge = +2
Kohn-Sham gap = 4.7 eV
Highest occupied orbital energy = -13.391 eV

Last column: Löwdin charge in e.
Geometry (Å):
Li1 -9.827 17.051 31.255  0.811
Li2 -10.427 19.791 30.789  0.805
Li3 -7.649 19.024 32.371  0.870
O1 -7.703 18.764 28.190  0.164
C1 -7.970 18.734 29.500  -0.818
O2 -7.098 19.031 30.366  -0.083
O3 -9.087 18.386 29.880  -0.160
H1 -6.774 19.005 28.164  0.069
C2 -7.454 14.945 26.141  -0.160
C3 -8.298 16.020 25.471  -0.187
C4 -7.324 16.647 24.506  -0.186
O4 -6.104 16.652 25.257  -0.164
C5 -6.056 15.612 26.267  -0.150
H2 -7.417 14.081 25.478  0.115
H3 -7.832 14.579 27.096  0.094
H4 -8.596 16.801 26.171  0.091
H5 -9.255 15.694 25.065  0.115
H6 -7.487 17.678 24.192  0.113
H7 -7.290 16.027 23.610  0.122
H8 -5.942 16.075 27.248  0.110
H9 -5.340 14.853 25.954  0.122
C6 -10.496 23.936 29.438  -0.155
C7 -9.175 23.552 28.875  -0.147
C8 -9.084 22.013 28.875  -0.159
O5 -10.158 21.639 29.760  -0.234
C9 -10.739 22.812 30.367  -0.199
H10 -11.241 23.952 28.642  0.132
H11 -10.504 24.932 29.880  0.140
H12 -8.349 23.878 29.508  0.125
H13 -8.892 23.898 27.881  0.117
H14 -8.128 21.690 29.286  0.113
H15 -9.156 21.579 27.877  0.119
H16 -10.191 23.013 31.288  0.125
H17 -11.785 22.628 30.615  0.131
C10 -8.050 22.199 23.760  -0.150
C11 -7.755 21.073 24.755  -0.176
C12 -6.931 21.773 25.795  -0.217
O6 -7.365 23.135 25.758  -0.141
C13 -8.307 23.345 24.705  -0.192
H18 -8.868 21.926 23.093  0.120
H19 -7.175 22.285 23.116  0.125
H20 -7.174 20.277 24.288  0.106
H21 -8.595 20.663 25.315  0.110
H22 -5.890 21.743 25.473  0.108
H23 -7.004 21.331 26.788  0.097
H24 -8.209 24.262 24.124  0.128
H25 -9.287 23.279 25.177  0.115
C14 -3.054 20.174 28.100  -0.169
C15 -3.370 20.268 26.637  -0.158
C16 -4.362 19.120 26.389  -0.188
O7 -5.093 19.188 27.588  -0.184
C17 -4.419 19.960 28.631  -0.188
H26 -2.581 21.086 28.464  0.131
H27 -2.416 19.332 28.367  0.130
H28 -2.465 20.111 26.050  0.123
H29 -3.884 21.129 26.210  0.106
H30 -3.822 18.176 26.317  0.121
H31 -4.966 19.180 25.484  0.117
H32 -4.214 19.438 29.566  0.119
H33 -4.972 20.890 28.761  0.124
C18 -12.552 14.844 28.528  -0.159
C19 -11.114 14.489 28.292  -0.127
C20 -10.520 15.840 28.755  -0.237
O8 -11.222 16.103 29.926  -0.232
C21 -12.497 15.534 29.895  -0.183
H34 -13.165 13.943 28.506  0.129
H35 -12.998 15.499 27.779  0.128
H36 -11.013 14.284 27.226  0.127
H37 -10.766 13.654 28.901  0.132
H38 -10.595 16.649 28.029  0.130
H39 -9.446 15.700 28.885  0.112
H40 -13.185 16.379 29.899  0.125
H41 -12.711 14.854 30.719  0.133


No. 2
Density functional theory data (wB97M-V/def2-TZVPD) for a 4-piece molecular cluster, C21H41N3O9S overall in a non-equilibrium geometry.

LUMO = -0.0456 hartree
Energy relative to the best compared isomer or geometry (same formula, charge and spin) = 61.24 kJ/mol
Kohn-Sham gap = 7.6 eV
Highest occupied orbital energy = -8.841 eV

Last column: Löwdin charge in e.
Geometry (Å):
C1 2.458 -1.185 3.781  0.173
C2 2.822 -1.033 2.645  -0.031
C3 3.110 -0.477 1.366  -0.082
C4 2.542 0.576 0.764  -0.054
C5 1.418 1.455 1.225  -0.081
C6 0.175 0.616 1.659  -0.176
C7 -1.141 1.156 1.062  -0.208
S1 -1.949 -0.066 0.044  0.591
O1 -1.546 0.183 -1.310  -0.278
O2 -1.732 -1.390 0.539  -0.262
O3 -3.510 0.204 0.205  -0.149
C8 3.273 0.757 -0.527  -0.352
O4 3.045 1.463 -1.449  0.196
O5 4.369 -0.129 -0.552  0.158
C9 4.169 -1.032 0.448  -0.384
O6 4.688 -2.095 0.568  0.169
H1 1.979 -1.519 4.671  0.045
H2 1.767 2.058 2.061  0.134
H3 1.127 2.089 0.389  0.109
H4 0.111 0.606 2.742  0.111
H5 0.300 -0.412 1.326  0.101
H6 -1.828 1.402 1.877  0.110
H7 -0.988 2.072 0.495  0.079
H8 -3.696 1.138 0.011  0.099
C10 8.620 -4.121 2.841  -0.073
C11 7.682 -4.019 1.641  -0.430
C12 8.162 -4.802 0.410  -0.207
O7 9.220 -4.196 -0.309  -0.188
C13 10.514 -4.417 0.216  -0.111
N1 7.438 -2.606 1.341  0.044
H9 9.500 -3.488 2.726  0.063
H10 8.106 -3.794 3.745  0.073
H11 8.955 -5.149 2.997  0.076
H12 6.726 -4.461 1.937  0.136
H13 7.331 -4.861 -0.296  0.123
H14 8.430 -5.833 0.678  0.118
H15 10.604 -5.414 0.657  0.089
H16 10.779 -3.662 0.961  0.074
H17 11.222 -4.335 -0.609  0.086
H18 6.726 -2.543 0.616  0.040
H19 8.279 -2.239 0.903  0.072
C14 -1.145 5.652 -3.379  -0.068
C15 -1.736 5.556 -1.976  -0.431
C16 -1.562 4.177 -1.322  -0.225
O8 -2.433 3.173 -1.802  -0.206
C17 -2.024 2.547 -3.015  -0.100
N2 -3.139 5.979 -2.019  0.040
H20 -1.780 5.170 -4.122  0.066
H21 -1.047 6.697 -3.671  0.077
H22 -0.155 5.194 -3.424  0.080
H23 -1.195 6.270 -1.347  0.135
H24 -1.797 4.282 -0.257  0.116
H25 -0.518 3.839 -1.392  0.119
H26 -0.937 2.458 -3.071  0.097
H27 -2.402 3.091 -3.884  0.079
H28 -2.449 1.549 -3.026  0.071
H29 -3.505 6.030 -1.072  0.070
H30 -3.674 5.233 -2.457  0.070
C18 -6.693 -1.582 0.080  -0.068
C19 -7.839 -0.990 0.892  -0.431
C20 -9.202 -1.053 0.188  -0.212
O9 -9.382 -0.103 -0.845  -0.190
C21 -8.828 -0.458 -2.098  -0.106
N3 -7.486 0.380 1.286  0.038
H31 -6.362 -0.909 -0.712  0.061
H32 -5.831 -1.763 0.721  0.074
H33 -6.978 -2.532 -0.376  0.080
H34 -7.931 -1.584 1.806  0.134
H35 -9.975 -0.825 0.927  0.121
H36 -9.405 -2.065 -0.186  0.119
H37 -8.896 -1.535 -2.277  0.090
H38 -7.786 -0.139 -2.181  0.074
H39 -9.400 0.060 -2.868  0.087
H40 -8.192 0.738 1.923  0.070
H41 -7.574 0.966 0.460  0.067


No. 3
Density functional theory data (wB97M-V/def2-TZVPD) for a 4-piece molecular cluster, C21H42BO8P overall in a non-equilibrium geometry.

LUMO = 0.0242 hartree
Energy relative to the best compared isomer or geometry (same formula, charge and spin) = 102.52 kJ/mol
Kohn-Sham gap = 7.8 eV
Highest occupied orbital energy = -7.186 eV

Last column: Löwdin charge in e.
Geometry (Å):
C1 -0.803 1.381 3.020  -0.126
C2 -1.043 0.136 2.099  -0.250
C3 0.327 -0.401 1.562  -0.204
C4 0.127 -1.284 0.259  -0.190
C5 0.966 -0.625 -0.905  -0.226
C6 0.863 -1.570 -2.161  -0.263
C7 0.440 -0.865 -3.502  -0.403
P1 1.114 0.901 -3.733  0.800
B1 1.667 2.755 -3.944  -0.676
O1 2.954 3.125 -3.433  0.050
O2 0.930 3.792 -4.556  -0.008
C8 -0.486 3.644 -4.427  -0.273
C9 -1.021 4.000 -2.999  -0.073
H1 0.051 1.149 3.681  0.054
H2 -0.530 2.291 2.440  0.064
H3 -1.695 1.633 3.629  0.070
H4 -1.543 -0.632 2.726  0.108
H5 -1.747 0.404 1.284  0.084
H6 0.810 -1.026 2.342  0.102
H7 0.932 0.490 1.307  0.101
H8 -0.931 -1.147 -0.056  0.106
H9 0.389 -2.343 0.418  0.107
H10 0.533 0.379 -1.046  0.077
H11 2.044 -0.571 -0.635  0.111
H12 1.812 -2.101 -2.355  0.087
H13 0.098 -2.344 -1.951  0.087
H14 -0.666 -0.828 -3.656  0.074
H15 0.835 -1.472 -4.360  0.061
H16 1.004 0.816 -5.177  0.016
H17 0.028 1.363 -2.868  -0.007
H18 2.411 0.538 -3.193  0.031
H19 3.416 3.593 -4.135  0.083
H20 -0.878 2.670 -4.791  0.105
H21 -0.936 4.405 -5.102  0.120
H22 -0.493 4.860 -2.551  0.092
H23 -1.039 3.132 -2.312  0.054
H24 -2.081 4.309 -3.134  0.072
O3 -0.581 0.441 6.041  0.116
C10 0.223 -0.442 6.100  -0.492
O4 0.111 -1.600 5.403  0.020
C11 1.174 -2.492 5.773  -0.158
C12 2.263 -1.600 6.337  -0.160
C13 1.461 -0.470 6.962  -0.076
H25 0.792 -3.200 6.513  0.127
H26 1.507 -3.045 4.896  0.125
H27 2.922 -2.115 7.036  0.116
H28 2.878 -1.207 5.524  0.120
H29 1.170 -0.695 7.990  0.133
H30 1.989 0.479 6.916  0.127
O5 -0.039 -5.569 -0.704  0.126
C14 0.714 -5.629 -1.631  -0.484
O6 1.126 -4.542 -2.330  -0.005
C15 1.933 -4.961 -3.441  -0.159
C16 2.445 -6.337 -3.066  -0.159
C17 1.304 -6.885 -2.223  -0.078
H31 1.307 -4.979 -4.338  0.131
H32 2.742 -4.247 -3.592  0.124
H33 2.693 -6.955 -3.929  0.117
H34 3.343 -6.244 -2.451  0.120
H35 0.545 -7.379 -2.833  0.133
H36 1.659 -7.554 -1.443  0.127
O7 -3.426 5.935 -1.375  0.115
C18 -3.543 5.134 -0.492  -0.485
O8 -3.639 3.792 -0.688  0.019
C19 -3.877 3.142 0.573  -0.149
C20 -3.377 4.108 1.626  -0.161
C21 -3.651 5.455 0.979  -0.077
H37 -4.949 2.946 0.665  0.129
H38 -3.342 2.194 0.598  0.112
H39 -3.859 3.976 2.594  0.120
H40 -2.302 3.979 1.766  0.107
H41 -4.661 5.811 1.190  0.133
H42 -2.915 6.200 1.269  0.128